(1)
The following is a quantum chemistry calculation of a structure of composition C17H28AsF6NiOSi2 at a distorted geometry, from OMol25.

```
56
Properties=species:S:1:pos:R:3
Ni 0.552 -0.431 0.402
C 3.794 -0.497 1.838
Si 2.816 -0.055 0.282
C 3.946 -0.561 -1.122
C 2.923 1.841 0.299
C 4.171 2.491 0.378
C 4.270 3.875 0.465
C 3.107 4.644 0.472
C 1.870 4.019 0.377
C 1.746 2.619 0.285
Si 0.021 1.802 0.073
C -0.591 2.762 -1.445
C -0.959 2.583 1.494
H 4.871 -0.339 1.669
H 3.644 -1.544 2.143
H 3.477 0.151 2.665
H 4.945 -0.137 -0.952
H 3.562 -0.189 -2.081
H 4.037 -1.656 -1.194
H 5.089 1.898 0.380
H 5.242 4.353 0.528
H 3.170 5.727 0.545
H 0.974 4.642 0.371
H 0.008 3.675 -1.536
H -1.644 3.051 -1.343
H -0.485 2.190 -2.379
H -0.924 3.682 1.425
H -0.531 2.285 2.461
H -2.011 2.267 1.480
C -5.037 0.509 0.669
As -3.477 -0.540 0.071
C -4.539 -2.070 -0.582
C -3.320 0.285 -1.696
H -5.796 0.576 -0.116
H -4.720 1.516 0.951
H -5.474 0.028 1.548
H -5.505 -1.713 -0.951
H -4.702 -2.806 0.207
H -4.000 -2.547 -1.405
H -4.179 0.021 -2.317
H -2.399 -0.072 -2.159
H -3.268 1.365 -1.600
C -1.311 -4.019 -1.032
C -0.373 -3.109 -0.232
O -0.396 -1.818 -0.695
C 1.073 -3.726 -0.337
F 1.095 -5.079 -0.239
F 1.603 -3.415 -1.528
F 1.923 -3.267 0.614
C -0.812 -3.164 1.274
F -2.142 -3.172 1.420
F -0.344 -4.232 1.946
F -0.371 -2.046 1.935
H -1.110 -3.827 -2.088
H -2.344 -3.748 -0.819
H -1.167 -5.077 -0.817
```

Its charge is -1. The HOMO energy (spin up / spin down) is -3.073 / -5.323 eV. For the calculated total energy, the calculation gives -5662.16141 Ha. The energy above the lowest of the compared OMol25 structures with the same formula, charge and spin is 78.5 kJ/mol. The spin multiplicity is 3. The LUMO energy (spin up / spin down) comes out at 3.00 / 3.00 eV.

Computed Löwdin charges, given in elementary charges: number 1, Ni, carries 0.35; number 2, C, carries -0.25; number 3, Si, carries 0.49; number 4, C, carries -0.24; number 5, C, carries -0.31; number 6, C, carries -0.12; number 7, C, carries -0.12; number 8, C, carries -0.12; number 9, C, carries -0.13; number 10, C, carries -0.31; number 11, Si, carries 0.50; number 12, C, carries -0.24; number 13, C, carries -0.26; number 14, H, carries 0.02; number 15, H, carries 0.01; number 16, H, carries 0.02; number 17, H, carries 0.01; number 18, H, carries 0.02; number 19, H, carries 0.02; number 20, H, carries 0.09; number 21, H, carries 0.09; number 22, H, carries 0.09; number 23, H, carries 0.09; number 24, H, carries 0.01; number 25, H, carries 0.01; number 26, H, carries 0.02; number 27, H, carries 0.01; number 28, H, carries 0.02; number 29, H, carries -0.01; number 30, C, carries -0.37; number 31, As, carries 1.07; number 32, C, carries -0.35; number 33, C, carries -0.34; number 34, H, carries 0.01; number 35, H, carries 0.00; number 36, H, carries 0.01; number 37, H, carries 0.01; number 38, H, carries 0.01; number 39, H, carries 0.01; number 40, H, carries 0.02; number 41, H, carries 0.02; number 42, H, carries 0.00; number 43, C, carries 0.01; number 44, C, carries -0.48; number 45, O, carries -0.26; number 46, C, carries -0.54; number 47, F, carries 0.11; number 48, F, carries 0.15; number 49, F, carries 0.11; number 50, C, carries -0.53; number 51, F, carries 0.10; number 52, F, carries 0.15; number 53, F, carries 0.08; number 54, H, carries 0.10; number 55, H, carries 0.06; number 56, H, carries 0.09

***

(2)
The following is a quantum chemistry calculation of a cluster of 2 separate species, C17H28ClN4O3 in total at a distorted geometry, from OMol25.

```
53
Properties=species:S:1:pos:R:3
C 3.604 -3.768 -4.601
C 2.490 -3.162 -4.205
C 1.322 -2.152 -3.674
N 1.614 -1.912 -2.225
C 0.413 -1.469 -1.445
C 0.788 -1.728 0.131
C 2.406 -1.587 0.356
C 3.150 -3.043 0.317
C 3.514 -4.214 -0.196
N 3.009 -0.597 -0.589
C 4.483 -0.405 -0.383
C 4.799 1.203 -0.352
O 5.874 1.651 0.180
Cl 3.547 2.366 -1.092
C 2.698 -0.941 -2.013
N 3.431 -0.366 -3.024
H 4.687 -4.188 -4.578
H 1.254 -1.207 -4.323
H 0.329 -2.737 -3.760
H 0.197 -0.333 -1.516
H -0.571 -2.001 -1.729
H 0.519 -2.822 0.360
H 0.243 -0.957 0.817
H 2.592 -1.200 1.441
H 3.811 -5.247 -0.632
H 4.772 -0.798 0.675
H 5.136 -0.935 -1.165
H 4.144 -0.925 -3.549
H 3.371 0.634 -3.285
C -3.182 4.416 0.827
O -3.692 3.902 2.049
C -4.922 3.187 1.892
C -4.708 1.690 2.132
N -3.937 1.081 1.047
C -3.470 -0.276 1.343
C -2.495 -0.452 2.520
O -1.210 0.128 2.299
C -1.130 1.517 2.595
H -2.356 5.090 1.063
H -2.792 3.610 0.199
H -3.945 4.979 0.284
H -5.389 3.377 0.920
H -5.599 3.565 2.665
H -5.681 1.194 2.201
H -4.196 1.579 3.093
H -3.125 1.659 0.853
H -2.968 -0.635 0.436
H -4.339 -0.924 1.497
H -2.316 -1.527 2.631
H -2.916 -0.121 3.474
H -1.786 1.808 3.417
H -1.349 2.101 1.701
H -0.098 1.740 2.881
```

Its charge is +1. The HOMO energy is -10.814 eV. For the calculated total energy, the calculation gives -1568.86713 Ha. The spin multiplicity is 1. The LUMO energy comes out at -4.98 eV.

Computed Löwdin charges, given in elementary charges: number 1, C, carries 0.07; number 2, C, carries -0.07; number 3, C, carries -0.15; number 4, N, carries -0.05; number 5, C, carries -0.13; number 6, C, carries -0.07; number 7, C, carries -0.26; number 8, C, carries -0.05; number 9, C, carries 0.11; number 10, N, carries -0.04; number 11, C, carries -0.10; number 12, C, carries -0.57; number 13, O, carries 0.01; number 14, Cl, carries 0.59; number 15, C, carries -0.16; number 16, N, carries 0.15; number 17, H, carries 0.07; number 18, H, carries 0.14; number 19, H, carries 0.14; number 20, H, carries 0.14; number 21, H, carries 0.15; number 22, H, carries 0.13; number 23, H, carries 0.12; number 24, H, carries 0.16; number 25, H, carries 0.07; number 26, H, carries 0.16; number 27, H, carries 0.15; number 28, H, carries 0.15; number 29, H, carries 0.12; number 30, C, carries -0.11; number 31, O, carries -0.20; number 32, C, carries -0.20; number 33, C, carries -0.20; number 34, N, carries -0.05; number 35, C, carries -0.20; number 36, C, carries -0.21; number 37, O, carries -0.22; number 38, C, carries -0.09; number 39, H, carries 0.09; number 40, H, carries 0.07; number 41, H, carries 0.09; number 42, H, carries 0.12; number 43, H, carries 0.12; number 44, H, carries 0.13; number 45, H, carries 0.10; number 46, H, carries 0.06; number 47, H, carries 0.11; number 48, H, carries 0.12; number 49, H, carries 0.12; number 50, H, carries 0.11; number 51, H, carries 0.09; number 52, H, carries 0.07; number 53, H, carries 0.09

***

Question: Which formula does entry 1 have?
Answer: C17H28AsF6NiOSi2